Record 1
C40H48FN3PY as an isolated structure, computed with wB97M-V/def2-TZVPD.

- E_HOMO: -6.9 eV
- LUMO level: 0.581 eV
- Relative energy (zero: lowest compared OMol25 entry of this formula, charge and spin): 4.19 kJ/mol
- Orbital gap: 7.440 eV

```
94
Properties=species:S:1:pos:R:3:lowdin_charge:R:1
Y -1.01174 -0.13218 0.36562 1.44
P 2.25144 0.24053 0.23490 1.07
F 3.19510 -5.61206 -1.49678 0.03
N -3.35028 2.07803 0.95099 -0.25
N -1.08052 0.68975 2.83019 -0.32
N -1.46414 -0.07126 -2.20725 -0.32
C -3.30728 1.79921 2.38878 -0.20
C 5.07451 0.22188 0.08314 -0.07
C 2.36914 -4.79954 -0.78464 -0.31
C 4.10269 0.60045 2.24355 -0.10
C -4.95452 -2.72561 0.25616 -0.10
C 1.83164 4.31163 -0.10013 -0.09
C -3.81081 -2.04680 0.66697 -0.16
C 2.67052 -1.44260 -1.91850 -0.10
C -2.93276 -0.02346 -2.35625 -0.18
C 2.93757 -1.77394 -3.23928 -0.07
C 2.01932 -3.29007 1.02282 -0.08
C -4.76258 -1.69151 -1.89954 -0.06
C -1.57435 -0.34343 3.75298 -0.09
C 0.21707 -3.84229 -0.43842 -0.07
C 0.23446 1.93272 -0.11116 -0.27
C -3.12920 -1.14537 -0.16115 -0.22
C -0.89194 1.03754 -2.96978 -0.09
C -0.27667 3.19954 -0.43670 -0.18
C -0.94203 -1.33677 -2.73042 -0.06
C 0.67299 -3.12503 0.67684 -0.35
C 2.86913 -4.12025 0.30869 -0.04
C 2.74281 0.88848 -2.48469 -0.10
C 1.04804 -4.67510 -1.17054 -0.02
C 0.48219 4.36387 -0.42526 -0.09
C 3.09708 -0.77359 -4.18559 -0.08
C -3.15247 3.51259 0.72807 -0.11
C 3.94379 0.35972 0.87893 -0.36
C 5.36517 0.72023 2.79763 -0.09
C 6.48988 0.58267 1.99327 -0.09
C 1.62304 1.93410 0.14614 -0.47
C 2.41168 3.08157 0.16167 -0.11
C 6.34093 0.32898 0.64017 -0.08
C 0.28915 1.02974 3.22680 -0.10
C -4.68998 1.75425 0.45473 -0.10
C -5.43137 -2.54580 -1.03442 -0.10
C -1.90701 1.90745 2.96190 -0.19
C 2.56906 -0.11031 -1.52763 -0.38
C 2.99714 0.55898 -3.80642 -0.08
C -0.22538 -2.22845 1.42563 -0.25
C -3.64165 -1.00303 -1.45591 -0.30
H 7.47721 0.67036 2.42376 0.10
H -2.17108 3.84191 1.05897 0.06
H 0.14307 -1.35533 -2.63743 0.07
H -5.44232 2.38520 0.95248 0.09
H 5.47184 0.91263 3.85602 0.10
H 0.21533 -2.01056 2.39760 0.01
H -5.46240 -3.40471 0.92828 0.09
H -1.68426 0.07842 4.76239 0.10
H -2.53457 -0.74094 3.43274 0.08
H 2.41256 -2.75741 1.88111 0.11
H -0.82565 -3.75738 -0.72200 0.10
H 3.11745 1.34292 -4.54104 0.10
H -3.92054 4.09299 1.26310 0.10
H 3.00817 -2.81551 -3.52043 0.11
H -4.92129 0.70703 0.62946 0.08
H 3.47493 3.01214 0.36200 0.10
H 0.31753 1.35052 4.27655 0.10
H -3.22908 1.00198 -2.10246 0.11
H 2.42917 5.21278 -0.08013 0.10
H -1.17108 0.95481 -4.03057 0.10
H 0.68107 -5.23014 -2.02293 0.12
H -1.20673 -1.45892 -3.79092 0.10
H -3.20461 -0.17651 -3.41486 0.13
H 2.52693 -2.22971 -1.18985 0.07
H -1.25233 1.98417 -2.58051 0.07
H 0.19185 1.02356 -2.89046 0.07
H -1.36544 -2.17118 -2.17387 0.07
H -3.97808 2.49410 2.92460 0.13
H 0.91747 0.14828 3.11125 0.07
H 4.96746 0.02675 -0.97617 0.10
H -3.24066 3.73306 -0.33549 0.09
H -1.32355 3.29782 -0.70984 0.05
H 2.65408 1.92931 -2.19787 0.11
H 3.90697 -4.24245 0.58767 0.12
H -0.87735 -1.17142 3.79416 0.07
H 0.67166 1.82833 2.59531 0.07
H 0.02625 5.31627 -0.66837 0.10
H -1.96684 2.17213 4.03024 0.13
H 7.21308 0.21590 0.01108 0.10
H 3.23185 0.69873 2.87892 0.09
H -1.18551 -2.72906 1.59312 0.03
H -6.30848 -3.08072 -1.37180 0.10
H -1.36355 2.71574 2.46848 0.11
H -3.45447 -2.23641 1.67727 0.07
H -3.71436 0.80045 2.55476 0.11
H -4.74206 1.93749 -0.61715 0.08
H 3.30081 -1.02804 -5.21691 0.10
H -5.11929 -1.56488 -2.91639 0.11
```

Record 2
An isolated ion of composition C10H10N2O2 and charge +2 in a non-equilibrium geometry, computed with wB97M-V/def2-TZVPD.

- E_HOMO (spin up / spin down): -16.7 / -16.7 eV
- LUMO level (spin up / spin down): -9.427 / -9.429 eV
- Net charge: +2
- Orbital gap (spin up / spin down): 7.268 / 7.266 eV

```
24
Properties=species:S:1:pos:R:3:lowdin_charge:R:1
O 0.70324 3.29349 0.22834 0.42
O -3.34098 -0.43028 -0.08003 0.00
N 2.21868 -0.21115 -0.29171 -0.08
N 3.87218 -1.33685 0.92979 0.20
C -1.32253 0.87994 0.10196 0.16
C 2.81691 -0.60513 0.88030 -0.01
C -2.04633 -0.33729 -0.09736 -0.23
C 2.74751 0.70966 -1.08290 0.22
C -1.30013 -1.43900 -0.54279 0.13
C 0.10562 -1.44481 -0.48146 0.07
C -4.22627 0.45871 0.59287 0.02
C 0.56178 2.18301 0.06257 0.05
C 0.78853 -0.26512 -0.31110 -0.18
C 0.09783 0.91214 -0.09668 -0.11
H -1.79931 1.68325 0.59237 0.13
H 2.09871 1.13141 -1.83708 0.14
H -4.13530 0.22086 1.58804 0.09
H -5.18984 0.12015 0.23548 0.12
H 4.30230 -1.39821 1.88535 0.17
H -4.13956 1.49546 0.46940 0.09
H -1.64777 -2.48660 -0.71671 0.17
H 3.79304 0.71513 -1.23020 0.12
H 0.55569 -2.26236 -0.89001 0.12
H 4.48601 -1.58639 0.09156 0.19
```

Record 3
C17H10BrClErINO4 as an isolated structure, computed with wB97M-V/def2-TZVPD.

- ⟨S²⟩: 3.75
- E_HOMO (spin up / spin down): -5.4 / -5.5 eV
- LUMO level (spin up / spin down): 1.486 / 1.487 eV
- Net charge: -1
- Orbital gap (spin up / spin down): 6.932 / 6.943 eV
- Spin multiplicity: 4

```
36
Properties=species:S:1:pos:R:3:lowdin_charge:R:1
Er 0.88150 -0.41414 0.40294 0.55
I 2.98524 0.00890 2.34153 -0.02
Br 1.13416 2.55337 -0.14916 0.77
Cl -0.12963 -0.52981 -1.83500 -0.01
O 0.69265 -2.58702 0.96242 -0.21
O 2.94926 0.14885 -1.24894 -0.12
O 0.82411 -4.83898 0.86819 0.06
O 3.69145 0.00506 -3.26721 0.11
N 3.16689 -0.47712 -2.29163 -0.33
C 1.10152 -4.06156 -2.12168 0.00
C 0.99417 -3.71946 0.42663 -0.60
C -1.95814 4.92225 1.26238 -0.10
C -1.01237 0.74672 1.41336 -0.22
C -0.49784 3.10424 0.72650 -0.54
C -0.77123 4.44014 0.68225 -0.15
C -3.17469 0.43287 2.55180 -0.09
C -3.45819 1.76576 2.50051 -0.06
C -2.54598 2.66187 1.89843 -0.18
C -1.96404 -0.05563 2.01870 -0.14
C 2.70592 -1.84359 -2.30453 -0.22
C 2.50609 -2.44007 -1.07249 -0.05
C -1.33668 2.14073 1.34276 -0.23
C 1.60940 -3.48723 -0.96302 -0.12
C 1.45165 -3.55868 -3.36858 -0.06
C -2.82669 4.04736 1.84762 -0.05
C 2.21925 -2.40954 -3.46939 -0.02
H 3.01085 -2.06160 -0.18762 0.09
H -4.37897 2.15972 2.91667 0.10
H -0.08292 5.11919 0.19727 0.09
H 0.39491 -4.87683 -2.02874 0.13
H -3.75452 4.40168 2.28342 0.10
H -2.16959 5.98371 1.23491 0.10
H -3.87584 -0.25556 3.01027 0.10
H -1.78557 -1.12606 2.09777 0.08
H 1.04207 -4.00080 -4.26708 0.11
H 2.36178 -1.89877 -4.41127 0.12
```

Number 1: M 709.723 g mol⁻¹. Number 2: M 190.202 g mol⁻¹. Number 3: M 701.791 g mol⁻¹.